Density functional theory data (ωB97M-V with the def2-TZVPD basis set) for a structure of composition C25H22Cl2F3N7O3STi at a distorted geometry.

The charge is +1. Its spin multiplicity is 2. As for the HOMO-LUMO gap (alpha / beta): 7.1 / 7.1 eV. As for the energy above the lowest of the compared OMol25 structures with the same formula, charge and spin: 1.391 eV. Its expectation value of S² is 0.753. Its electronic energy is -4042.415153 Ha. For the HOMO energy (alpha / beta), the calculation gives -10.59 / -10.61 eV.

Each line ends with the Löwdin spin population.
Atoms and positions in Å:
Ti -0.509 -0.391 -0.343  0.950
Cl -2.359 2.445 1.248  0.000
C -1.884 3.377 -0.163  -0.002
C -2.289 4.691 -0.306  0.000
C -1.770 5.401 -1.346  -0.002
Cl -2.269 7.035 -1.584  -0.001
C -0.774 4.814 -2.226  0.000
C -0.115 5.558 -3.258  0.000
C 0.885 4.934 -3.954  0.000
C 1.196 3.600 -3.708  0.000
N 0.531 2.882 -2.814  0.000
C -0.450 3.468 -2.053  -0.001
C -1.040 2.645 -0.988  0.000
O -0.735 1.347 -0.891  -0.012
H -3.075 5.092 0.315  0.000
H -0.527 6.568 -3.358  0.000
H 1.498 5.462 -4.693  0.000
H 2.005 3.070 -4.168  0.000
F -4.973 -2.270 2.261  0.000
C -3.915 -3.112 2.298  0.000
F -3.976 -3.864 1.208  0.000
F -4.101 -3.998 3.281  0.000
C -2.691 -2.353 2.498  0.002
C -2.157 -2.287 3.743  0.001
C -0.959 -1.610 4.008  0.001
C -0.432 -0.914 2.921  0.001
N -0.949 -0.878 1.700  0.005
C -2.173 -1.520 1.501  0.008
S -2.748 -1.331 -0.110  -0.005
H -2.626 -2.874 4.488  0.000
H -0.506 -1.407 4.990  0.000
H 0.471 -0.357 3.060  0.000
C 2.988 0.109 4.072  0.000
O 2.250 0.363 2.925  0.000
C 2.980 0.951 1.944  0.000
C 2.077 1.068 0.678  0.003
O 1.729 -0.256 0.139  0.012
C 2.818 -0.747 -0.653  0.002
H 3.087 1.056 4.603  0.000
H 4.004 -0.220 3.882  0.000
H 2.537 -0.703 4.628  0.000
H 3.911 0.357 1.727  0.000
H 3.290 1.947 2.271  0.000
H 2.744 1.495 -0.129  0.000
H 1.186 1.638 0.803  0.001
H 2.780 -0.312 -1.622  0.000
H 2.700 -1.771 -0.780  0.000
H 3.731 -0.623 -0.093  0.000
N -0.355 -1.406 -4.393  0.005
C -0.179 -0.506 -3.442  0.013
N -0.113 -1.139 -2.308  0.007
C -0.142 -2.485 -2.633  0.006
N -0.347 -2.710 -3.936  0.001
C 0.103 -3.401 -1.562  0.000
C 0.239 -4.761 -1.683  0.000
N 0.283 -5.577 -0.584  0.000
C 0.044 -4.942 0.578  0.001
C -0.125 -3.543 0.697  0.001
N -0.069 -2.755 -0.394  -0.001
H -0.513 -1.129 -5.319  0.000
H -0.189 0.604 -3.423  0.000
H 0.333 -5.228 -2.672  0.000
H -0.104 -5.506 1.479  0.000
H -0.263 -3.093 1.638  0.000

---

Density functional theory data (ωB97M-V with the def2-TZVPD basis set) for a structure of composition C37H42N4O9ReSSi.

The charge is 0. Its spin multiplicity is 2. As for the HOMO-LUMO gap (alpha / beta): 6.6 / 6.4 eV. As for the energy above the lowest of the compared OMol25 structures with the same formula, charge and spin: 0.686 eV. Its expectation value of S² is 0.755. Its electronic energy is -3097.271361 Ha. For the HOMO energy (alpha / beta), the calculation gives -7.54 / -7.23 eV.

Each line ends with the Löwdin spin population.
Atoms and positions in Å:
Re -0.495 -0.660 -0.155  0.839
C -0.922 7.202 -1.643  0.000
O -0.393 6.353 -0.640  0.000
C -1.229 5.955 0.348  0.000
C -2.543 6.385 0.481  0.000
C -3.317 5.904 1.532  0.000
C -2.814 4.975 2.422  0.000
C -1.478 4.575 2.299  0.000
C -0.692 5.064 1.280  0.000
N -3.701 4.578 3.497  0.000
N -3.648 3.446 4.006  0.000
C -2.861 2.401 3.406  0.000
C -2.048 1.676 4.229  -0.002
C -1.162 0.688 3.744  0.001
C -1.123 0.409 2.409  0.000
O -0.289 -0.477 1.836  -0.011
C -2.033 1.091 1.564  0.005
N -1.956 0.737 0.246  -0.011
C -2.762 1.292 -0.634  0.015
C -3.747 2.206 -0.236  -0.001
C -3.843 2.571 1.078  0.016
C -2.931 2.054 2.027  -0.001
H -0.128 7.340 -2.371  0.000
H -1.208 8.173 -1.232  0.000
H -1.785 6.746 -2.133  0.000
H -2.971 7.098 -0.210  0.000
H -4.344 6.234 1.648  0.000
H -1.046 3.888 3.014  0.000
H 0.339 4.750 1.172  0.000
H -2.039 1.938 5.281  0.000
H -0.499 0.156 4.416  0.000
H -2.633 0.981 -1.663  0.001
H -4.423 2.612 -0.976  0.000
H -4.633 3.238 1.395  0.001
C 3.127 1.021 2.475  0.002
C 2.738 0.577 1.073  0.003
C 3.910 0.667 0.107  0.000
O 2.308 -0.772 1.058  0.011
C 1.641 1.513 0.532  0.010
O 1.706 2.707 0.714  0.006
O 0.656 0.974 -0.173  0.056
H 4.050 0.524 2.781  0.000
H 2.338 0.762 3.189  0.000
H 3.270 2.098 2.501  0.000
H 4.752 0.083 0.485  0.000
H 4.215 1.708 -0.003  0.000
H 3.624 0.279 -0.873  0.000
H 1.684 -0.913 1.785  0.000
O -1.338 -3.098 1.257  0.017
N -2.221 -2.995 0.455  0.011
O -2.113 -1.937 -0.344  0.010
C 1.787 0.059 -3.733  0.000
Si -0.018 0.396 -3.384  -0.001
C -1.004 -0.132 -4.872  0.000
C -0.251 2.220 -3.106  0.000
O -0.558 -0.470 -2.092  -0.013
H 2.194 0.799 -4.430  0.000
H 1.922 -0.925 -4.191  0.000
H 2.383 0.098 -2.815  0.000
H -0.719 0.460 -5.749  0.000
H -2.076 0.006 -4.706  0.000
H -0.834 -1.187 -5.109  0.000
H 0.299 2.797 -3.857  0.000
H 0.107 2.513 -2.115  0.000
H -1.307 2.499 -3.181  0.000
O 0.695 -2.372 -0.569  0.026
S 2.077 -2.897 -0.920  0.012
C 2.190 -4.416 0.045  0.000
C 2.274 -4.125 1.522  0.000
C 1.205 -4.436 2.350  0.000
C 1.271 -4.162 3.710  0.000
C 2.412 -3.586 4.249  0.000
C 3.488 -3.276 3.425  0.000
C 3.415 -3.540 2.067  0.000
C 1.795 -3.615 -2.570  0.000
C 0.661 -4.590 -2.631  0.000
C 0.904 -5.960 -2.673  0.000
C -0.150 -6.861 -2.654  0.000
C -1.458 -6.397 -2.586  0.000
C -1.707 -5.031 -2.556  0.000
C -0.654 -4.129 -2.583  0.000
H 3.084 -4.935 -0.313  0.000
H 1.296 -4.984 -0.208  0.000
H 0.306 -4.871 1.929  0.000
H 0.426 -4.397 4.344  0.000
H 2.466 -3.377 5.311  0.000
H 4.379 -2.823 3.839  0.000
H 4.248 -3.283 1.421  0.000
H 2.752 -4.042 -2.878  0.000
H 1.587 -2.725 -3.160  0.000
H 1.925 -6.324 -2.730  0.000
H 0.050 -7.925 -2.681  0.000
H -2.281 -7.101 -2.560  0.000
H -2.724 -4.662 -2.502  0.000
H -0.850 -3.063 -2.553  0.000

---

Density functional theory data (ωB97M-V with the def2-TZVPD basis set) for a cluster of 3 separate species, C4H12N2O2 in total at a distorted geometry.

The charge is 0. As for the HOMO-LUMO gap: 9.1 eV. As for the energy above the lowest of the compared OMol25 structures with the same formula, charge and spin: 5.660 eV. Its electronic energy is -419.440495 Ha. For the HOMO energy, the calculation gives -8.81 eV.

Each line ends with the Mulliken charge.
Atoms and positions in Å:
C -0.197 -1.845 1.359  0.015
C 0.168 2.411 1.349  -0.774
N -0.145 1.722 0.127  -0.011
O 0.677 -0.972 1.664  -0.576
H 1.113 -1.256 0.108  0.312
H -0.965 1.106 0.137  0.183
H -0.305 -2.672 2.079  0.281
H -1.219 -1.638 1.007  0.144
H 1.085 2.993 1.235  0.280
H -0.641 3.020 1.760  0.286
H 0.330 1.677 2.147  0.284
C -0.713 -1.487 -1.616  -0.862
N 0.458 -1.441 -0.749  -0.412
C 0.613 1.589 -0.980  0.066
O 0.206 1.283 -2.086  -0.548
H 1.091 -2.144 -1.122  0.159
H 1.536 2.187 -0.860  0.255
H -0.396 -1.424 -2.656  0.281
H -1.294 -2.416 -1.576  0.315
H -1.401 -0.695 -1.326  0.323

---

Density functional theory data (ωB97M-V with the def2-TZVPD basis set) for a cluster of 2 separate species, C8H18OS in total at a distorted geometry.

The charge is 0. As for the HOMO-LUMO gap (alpha / beta): 7.3 / 7.7 eV. As for the energy above the lowest of the compared OMol25 structures with the same formula, charge and spin: 3.452 eV. Its electronic energy is -788.846069 Ha. For the HOMO energy (alpha / beta), the calculation gives -6.60 / -6.94 eV.

Each line ends with the Mulliken charge.
Atoms and positions in Å:
C 2.346 0.407 1.813  -0.820
C -1.082 -2.053 -0.427  -1.463
C -1.674 -0.212 1.202  -1.429
C -2.310 0.061 -1.105  -1.848
C 0.559 2.504 -1.106  -0.725
C 0.057 0.262 -0.573  -1.547
C 2.135 -0.735 0.899  -0.201
C -1.183 -0.548 -0.264  2.420
O 0.236 1.489 -0.100  -0.285
S 3.147 -0.754 -0.514  -0.231
H 2.236 1.314 1.104  0.149
H 1.486 0.438 2.399  0.257
H 3.246 0.417 2.500  0.290
H -0.713 -2.393 0.549  0.372
H -0.364 -2.358 -1.280  0.268
H -2.178 -2.441 -0.564  0.347
H -0.673 0.044 1.745  0.102
H -2.318 0.574 1.320  0.430
H -2.043 -1.204 1.528  0.423
H -3.331 -0.270 -0.837  0.453
H -2.346 -0.380 -2.161  0.371
H -2.379 1.154 -1.213  0.365
H 0.006 2.392 -2.058  0.344
H 1.676 2.398 -1.370  0.266
H 0.359 3.478 -0.627  0.271
H 0.791 -0.066 -1.245  0.860
H 1.803 -1.668 1.279  0.451
H 2.510 -1.853 -0.894  0.110

---

Q: What is the electronic energy in the second record?
A: -3097.271361 Ha

---

Q: charge of number 3 (C4H12N2O2)?
A: 0

---

Q: Which value of energy above the lowest of the compared OMol25 structures with the same formula, charge and spin does entry 4 give?
A: 3.452 eV